The following is a DFT calculation (ωB97M-V with the def2-TZVPD basis set) of the molecule C4H10 at a distorted geometry.

Positions of all 14 atoms, in Å:
C  1.818  0.065  -0.267
C  0.585  -0.443  0.375
C  -0.565  0.538  0.280
C  -1.879  -0.168  -0.119
H  2.728  -0.342  -0.063
H  2.110  1.047  0.315
H  1.765  0.090  -1.230
H  0.401  -1.445  -0.196
H  0.716  -0.652  1.605
H  -0.617  1.039  0.953
H  -0.461  1.332  -0.485
H  -2.733  0.594  -0.300
H  -1.737  -0.660  -1.290
H  -2.129  -0.996  0.422

Force components x, y, z for each atom (eV/Å):
C 0.49 3.62 7.08
C -0.01 -2.61 2.11
C -0.08 -9.86 -15.43
C 0.20 2.31 -5.31
H 2.26 -2.58 0.80
H -0.96 -0.79 -1.90
H -0.67 1.02 -5.94
H -0.39 1.50 1.46
H -0.08 0.14 -3.41
H -1.46 9.85 15.12
H 0.64 -0.67 -0.37
H 1.18 -1.43 0.73
H -0.19 1.42 3.17
H -0.93 -1.92 1.89

Values from the calculation:
SMILES ... CCCC
Energy relative to the best compared isomer or geometry (same formula, charge and spin) ... 4.055 eV
Total charge ... 0
Kohn-Sham gap ... 12.24 eV

=====

The following is a DFT calculation (ωB97M-V with the def2-TZVPD basis set) of a structure of composition C34H45O2PdSeTe.

Positions of all 84 atoms, in Å:
Pd  -0.501  -0.102  0.457
C  -0.036  2.835  -6.428
C  1.192  3.106  -5.550
C  2.348  2.214  -6.018
C  1.603  4.565  -5.756
C  0.871  2.796  -4.089
C  0.471  1.522  -3.721
C  0.195  1.203  -2.402
Se  -0.222  -0.629  -1.990
C  1.582  -1.234  -1.713
C  2.270  -1.752  -2.798
C  3.603  -2.115  -2.703
C  4.216  -1.928  -1.464
C  3.571  -1.420  -0.350
C  2.193  -1.061  -0.450
O  1.558  -0.598  0.583
C  4.300  -1.212  0.977
C  5.773  -1.624  0.903
C  3.642  -2.051  2.082
C  4.254  0.275  1.363
C  4.336  -2.666  -3.926
C  3.659  -3.955  -4.406
C  5.801  -2.988  -3.626
C  4.300  -1.631  -5.056
C  0.291  2.155  -1.363
O  0.012  1.882  -0.127
C  0.721  3.466  -1.733
C  0.987  3.736  -3.065
C  0.901  4.527  -0.648
C  -0.430  4.779  0.072
C  1.376  5.869  -1.215
C  1.956  4.055  0.365
H  0.188  3.043  -7.478
H  -0.874  3.463  -6.122
H  -0.356  1.796  -6.353
H  2.587  2.415  -7.066
H  2.100  1.159  -5.925
H  3.241  2.396  -5.418
H  1.818  4.742  -6.812
H  2.501  4.813  -5.187
H  0.810  5.252  -5.455
H  0.383  0.741  -4.468
H  1.741  -1.854  -3.740
H  5.256  -2.194  -1.366
H  5.889  -2.683  0.665
H  6.238  -1.450  1.876
H  6.324  -1.042  0.164
H  3.699  -3.114  1.839
H  2.598  -1.776  2.204
H  4.167  -1.891  3.027
H  4.757  0.879  0.604
H  4.772  0.426  2.314
H  3.228  0.622  1.459
H  3.682  -4.715  -3.624
H  4.165  -4.351  -5.291
H  2.615  -3.779  -4.666
H  5.895  -3.744  -2.845
H  6.348  -2.100  -3.306
H  6.285  -3.373  -4.525
H  3.279  -1.393  -5.347
H  4.822  -2.010  -5.939
H  4.779  -0.702  -4.742
H  1.306  4.733  -3.322
H  -1.177  5.162  -0.627
H  -0.290  5.524  0.860
H  -0.808  3.861  0.514
H  0.661  6.288  -1.926
H  2.344  5.783  -1.711
H  1.485  6.581  -0.395
H  1.665  3.112  0.821
H  2.080  4.808  1.148
H  2.920  3.918  -0.130
Te  -2.614  -1.035  1.666
C  -1.126  0.068  2.741
C  -1.109  1.467  2.732
C  -0.138  2.175  3.426
C  0.830  1.501  4.152
C  0.825  0.110  4.180
C  -0.139  -0.597  3.487
H  -1.840  2.001  2.136
H  -0.132  3.256  3.371
H  1.598  2.052  4.680
H  1.590  -0.426  4.727
H  -0.126  -1.681  3.489

Force components x, y, z for each atom (eV/Å):
Pd 0.03 -0.05 -0.29
C -0.02 -0.03 0.00
C 0.01 0.04 0.01
C 0.03 0.05 -0.06
C 0.01 -0.01 0.01
C -0.01 0.01 -0.06
C -0.01 -0.05 0.00
C 0.01 0.11 -0.14
Se 0.13 0.06 0.04
C 0.14 -0.09 -0.03
C -0.06 0.02 -0.05
C 0.03 -0.04 -0.06
C -0.02 -0.02 0.03
C -0.02 -0.01 -0.02
C -0.16 0.07 0.05
O 0.03 0.04 0.02
C 0.04 0.03 0.03
C -0.02 0.01 0.01
C 0.01 -0.03 0.00
C 0.03 0.01 0.00
C 0.03 0.00 0.03
C -0.04 0.00 -0.01
C -0.01 0.02 0.00
C 0.06 -0.01 -0.04
C -0.02 -0.08 0.06
O 0.03 -0.03 0.09
C -0.02 -0.02 -0.03
C -0.01 -0.01 0.02
C 0.03 0.03 0.02
C -0.03 0.03 0.01
C -0.01 -0.03 0.02
C 0.02 0.01 0.00
H 0.01 0.01 -0.03
H -0.02 0.02 0.01
H -0.01 -0.03 0.01
H 0.02 0.00 -0.03
H -0.03 -0.08 0.01
H 0.02 0.01 0.03
H 0.00 -0.01 -0.02
H 0.03 0.00 0.02
H -0.03 0.01 0.01
H -0.01 -0.04 -0.02
H -0.03 0.00 -0.03
H 0.08 -0.01 0.01
H -0.01 -0.05 -0.01
H 0.00 0.01 0.02
H 0.01 0.03 -0.04
H 0.00 -0.02 -0.02
H -0.04 0.02 0.01
H 0.01 0.01 0.05
H 0.01 0.01 -0.02
H 0.01 0.01 0.04
H -0.01 0.00 0.00
H 0.01 -0.02 0.03
H 0.02 -0.01 -0.02
H -0.03 0.01 -0.01
H -0.01 -0.03 0.02
H 0.02 0.04 0.00
H -0.01 -0.01 -0.03
H -0.08 0.01 -0.01
H 0.02 0.00 -0.04
H 0.02 0.03 0.02
H 0.03 0.07 -0.02
H -0.01 0.01 -0.03
H 0.00 0.03 0.04
H -0.01 -0.02 0.02
H -0.04 0.01 -0.03
H 0.04 -0.02 -0.02
H 0.00 0.00 0.02
H -0.01 -0.02 0.01
H 0.00 0.02 0.04
H 0.02 -0.01 -0.01
Te -0.05 0.02 0.10
C -0.15 -0.12 0.25
C -0.11 0.17 -0.10
C 0.02 0.03 -0.01
C 0.03 0.01 0.02
C 0.02 -0.01 0.02
C 0.01 -0.11 -0.03
H 0.01 -0.03 0.08
H 0.02 0.01 0.00
H -0.01 0.00 -0.01
H 0.01 0.00 0.00
H 0.02 0.03 0.01

Values from the calculation:
Spin multiplicity ... 3
Total charge ... -1
Kohn-Sham gap (alpha / beta) ... 6.62 / 6.29 eV

=====

The following is a DFT calculation (ωB97M-V with the def2-TZVPD basis set) of the molecule C2H4S4 at a distorted geometry.

Positions of all 10 atoms, in Å:
C  0.694  -0.219  -0.228
C  0.449  -0.097  -1.509
S  1.130  -1.721  0.474
S  0.090  0.958  0.976
S  -0.834  -2.748  0.282
S  -2.343  -1.460  0.538
H  0.971  -0.798  -2.263
H  -0.138  0.677  -1.939
H  0.710  0.284  2.065
H  -0.499  -3.251  1.543

Force components x, y, z for each atom (eV/Å):
C -1.10 0.64 1.47
C 1.46 -1.46 -2.71
S 0.84 -1.12 0.10
S 1.08 -0.71 1.14
S -0.32 0.79 1.02
S 0.94 -1.04 -0.15
H -1.27 0.90 1.44
H -0.17 0.82 -0.15
H -0.92 0.98 -1.36
H -0.55 0.20 -0.79

Values from the calculation:
Energy relative to the best compared isomer or geometry (same formula, charge and spin) ... 1.146 eV
Total charge ... 0
Kohn-Sham gap ... 7.42 eV

=====

The following is a DFT calculation (ωB97M-V with the def2-TZVPD basis set) of the molecule C17H18N2O2S at a distorted geometry.

Positions of all 40 atoms, in Å:
O  0.634  2.154  -1.207
C  -0.222  1.746  -0.440
C  -1.625  2.320  -0.438
C  -2.199  2.588  0.962
C  -3.209  1.530  1.426
O  -2.665  0.226  1.379
C  -3.025  -0.685  0.413
C  -3.968  -0.496  -0.587
C  -4.222  -1.515  -1.493
C  -3.546  -2.717  -1.416
C  -2.604  -2.905  -0.417
C  -2.343  -1.900  0.491
N  -0.015  0.752  0.464
C  1.150  0.029  0.713
S  1.036  -1.124  1.887
N  2.212  0.368  -0.028
C  3.525  -0.097  -0.051
C  4.026  -1.103  0.770
C  5.353  -1.480  0.663
C  6.193  -0.870  -0.253
C  5.696  0.131  -1.073
C  4.375  0.516  -0.975
H  -2.263  1.620  -0.985
H  -1.581  3.242  -1.019
H  -2.713  3.551  0.968
H  -1.386  2.648  1.688
H  -3.463  1.714  2.476
H  -4.127  1.602  0.840
H  -4.520  0.427  -0.686
H  -4.958  -1.355  -2.266
H  -3.751  -3.501  -2.128
H  -2.066  -3.838  -0.345
H  -1.611  -2.033  1.272
H  -0.807  0.451  1.036
H  2.015  1.116  -0.703
H  3.387  -1.588  1.488
H  5.730  -2.261  1.306
H  7.227  -1.171  -0.328
H  6.342  0.614  -1.792
H  3.987  1.296  -1.614

Force components x, y, z for each atom (eV/Å):
O 0.12 0.12 -0.15
C -0.30 0.26 -0.23
C 0.04 0.16 0.00
C -0.23 -0.39 0.03
C -0.14 0.60 0.12
O 0.12 -0.20 -0.05
C 0.06 -0.37 -0.08
C -0.04 0.38 0.18
C 0.03 -0.13 -0.06
C -0.08 -0.06 -0.13
C -0.02 0.05 -0.02
C -0.06 0.18 0.14
N -0.01 -0.08 0.08
C 0.21 -0.14 0.06
S 0.00 -0.35 0.41
N -0.74 0.66 -0.39
C 0.57 -0.36 0.15
C -0.12 -0.06 0.10
C 0.15 0.08 -0.14
C 0.10 -0.07 0.03
C 0.00 0.01 -0.01
C -0.11 -0.03 0.07
H 0.01 0.01 -0.05
H 0.07 -0.14 0.00
H 0.02 0.01 0.05
H -0.04 0.08 0.05
H -0.04 -0.04 -0.17
H 0.06 -0.04 0.06
H 0.00 0.05 0.02
H -0.06 0.01 -0.05
H -0.02 -0.07 -0.06
H 0.06 -0.08 0.02
H 0.09 0.02 0.08
H 0.24 0.06 -0.15
H -0.06 -0.19 0.21
H 0.01 0.04 -0.04
H 0.02 -0.07 0.06
H 0.09 -0.02 -0.01
H 0.03 0.04 -0.06
H -0.04 0.08 -0.07

Values from the calculation:
SMILES ... O=C(CCCOc1ccccc1)NC(=S)Nc1ccccc1
Energy relative to the best compared isomer or geometry (same formula, charge and spin) ... 0.815 eV
Total charge ... 0
Kohn-Sham gap ... 8.75 eV

=====

The following is a DFT calculation (ωB97M-V with the def2-TZVPD basis set) of a structure of composition C6H12N2O at a distorted geometry.

Positions of all 21 atoms, in Å:
C  1.932  -0.821  -0.606
C  0.107  0.676  1.188
C  1.560  -1.980  0.244
N  1.196  -0.461  -1.597
H  2.907  -0.361  -0.441
H  1.454  0.398  -2.070
H  -0.041  -0.632  -1.386
H  0.487  -2.152  0.199
H  -0.335  1.533  1.696
H  0.061  -0.184  1.856
H  1.115  1.025  0.958
H  2.079  -2.866  -0.130
H  1.858  -1.807  1.276
C  -1.377  0.319  -0.031
N  -2.488  0.149  0.833
C  -1.418  1.612  -0.719
C  -1.433  2.651  -1.322
O  -1.174  -0.731  -0.804
H  -2.477  -0.766  1.263
H  -2.579  0.879  1.526
H  -1.432  3.518  -1.934

Force components x, y, z for each atom (eV/Å):
C -0.13 -0.22 -1.19
C -2.28 0.13 -0.61
C -0.16 0.06 0.01
N 0.14 0.21 1.14
H -0.12 0.15 0.01
H 0.31 -0.16 -0.13
H -1.44 -0.24 0.77
H -0.01 0.00 -0.07
H -0.13 -0.02 0.22
H 0.27 -0.02 0.00
H 0.08 -0.42 -0.50
H 0.08 0.02 0.05
H 0.11 -0.03 0.02
C 2.22 0.92 1.67
N -0.33 -0.08 0.03
C -0.18 0.35 -0.29
C 0.15 -0.25 -0.07
O 1.36 -0.55 -1.08
H 0.06 0.04 -0.02
H 0.04 -0.04 -0.04
H -0.05 0.14 0.08

Values from the calculation:
Energy relative to the best compared isomer or geometry (same formula, charge and spin) ... 4.697 eV
Total charge ... 0
Kohn-Sham gap ... 8.18 eV

=====

The following is a DFT calculation (ωB97M-V with the def2-TZVPD basis set) of the molecule C4H8O2 at a distorted geometry.

Positions of all 14 atoms, in Å:
C  1.457  1.295  -0.913
C  0.206  0.885  -0.155
O  -0.316  -0.334  -0.740
C  -1.384  -0.949  -0.163
C  -0.318  -1.401  1.729
O  -1.182  -2.018  0.999
H  1.247  1.563  -1.953
H  2.189  0.482  -0.906
H  1.915  2.165  -0.425
H  0.414  0.649  0.887
H  -0.561  1.673  -0.203
H  -1.781  -1.636  -0.895
H  -2.066  -0.258  0.332
H  0.180  -2.117  2.405

Force components x, y, z for each atom (eV/Å):
C -0.07 -0.09 0.00
C 0.00 0.03 0.19
O 0.02 -0.60 0.42
C -0.75 -0.45 -0.03
C 0.56 -0.07 0.80
O 1.55 1.73 -1.10
H -0.03 -0.08 0.15
H -0.11 0.09 0.00
H -0.16 -0.17 -0.07
H 0.08 0.27 -0.07
H 0.04 -0.24 -0.05
H -0.49 0.21 -0.29
H -0.15 -0.03 -0.25
H -0.50 -0.59 0.29

Values from the calculation:
Energy relative to the best compared isomer or geometry (same formula, charge and spin) ... 4.793 eV
Total charge ... 0
Kohn-Sham gap ... 9.00 eV